Density functional theory data (the ωB97M-V functional and the def2-TZVPD basis) for a 2-piece molecular cluster, C8H9N3O2 overall.

Cartesian coordinates (Å):
C (3.779, -0.031, 1.350)
C (3.218, -2.378, 0.520)
C (-0.756, 0.205, 0.579)
C (-0.401, -2.137, 0.073)
C (3.714, -1.238, 0.798)
C (-1.856, -2.641, -0.068)
C (-0.949, 3.107, -1.578)
C (-0.804, 2.518, -0.135)
N (3.824, 1.045, 1.844)
N (2.768, -3.413, 0.174)
N (-0.005, -0.940, 0.326)
O (-1.400, 0.340, 1.608)
O (-0.427, 1.136, -0.309)
H (0.237, -2.985, 0.075)
H (-2.047, -3.289, 0.756)
H (-1.879, -3.141, -0.980)
H (-2.375, -1.730, -0.011)
H (-1.553, 2.449, -2.245)
H (-1.292, 4.092, -1.551)
H (-0.007, 3.114, -2.091)
H (-1.709, 2.771, 0.459)
H (-0.080, 3.145, 0.406)

Summary:
**Gap between HOMO and LUMO (spin up / spin down)**: 0.2451 / 0.2435 Eh
**Electronic energy**: -624.79449 Ha
**Highest occupied orbital energy (spin up / spin down)**: -9.84 / -9.79 eV
**ΔE to the lowest compared entry with this formula, charge and spin**: 125.5 kcal/mol
**LUMO (spin up / spin down)**: -3.17 / -3.16 eV